{
  "formula": "C36H99N9O9",
  "method": "wB97M-V/def2-TZVPD",
  "e_tot_ha": -2600.6895,
  "e_above_lowest_kj_mol": 380.4,
  "lumo_energy_ev": 0.46,
  "smiles": "COC[C@H](C)N.COC[C@H](C)N.COC[C@H](C)N.COC[C@H](C)N.COC[C@H](C)N.COC[C@H](C)N.COC[C@H](C)N.COC[C@H](C)N.COC[C@H](C)N",
  "max_force_ev_per_a": 3.5,
  "homo_energy_ev": -8.6,
  "homo_lumo_gap_ev": 9.11,
  "symbols": ["C", "O", "C", "C", "C", "N", "H", "H", "H", "H", "H", "H", "H", "H", "H", "H", "H", "C", "O", "C", "C", "C", "N", "H", "H", "H", "H", "H", "H", "H", "H", "H", "H", "H", "C", "O", "C", "C", "C", "N", "H", "H", "H", "H", "H", "H", "H", "H", "H", "H", "H", "C", "O", "C", "C", "C", "N", "H", "H", "H", "H", "H", "H", "H", "H", "H", "H", "H", "C", "O", "C", "C", "C", "N", "H", "H", "H", "H", "H", "H", "H", "H", "H", "H", "H", "C", "O", "C", "C", "C", "N", "H", "H", "H", "H", "H", "H", "H", "H", "H", "H", "H", "C", "O", "C", "C", "C", "N", "H", "H", "H", "H", "H", "H", "H", "H", "H", "H", "H", "C", "O", "C", "C", "C", "N", "H", "H", "H", "H", "H", "H", "H", "H", "H", "H", "H", "C", "O", "C", "C", "C", "N", "H", "H", "H", "H", "H", "H", "H", "H", "H", "H", "H"],
  "positions_angstrom": [[0.84246, 1.76998, 5.36008], [1.07911, 1.90609, 6.77342], [0.24153, 2.86350, 7.39682], [0.30472, 2.80762, 8.97489], [0.08963, 1.49329, 9.65675], [-0.64744, 3.64567, 9.52764], [1.45177, 1.00470, 4.87927], [1.04765, 2.64820, 4.74793], [-0.18120, 1.46274, 5.14604], [0.40851, 3.91009, 7.14213], [-0.77289, 2.58322, 7.11306], [1.24136, 3.20275, 9.36818], [0.20073, 1.51355, 10.74089], [0.81074, 0.72635, 9.37404], [-0.87870, 1.10810, 9.33730], [-0.62809, 3.49156, 10.52562], [-0.44336, 4.61848, 9.34854], [-0.76953, -2.67404, -0.53162], [-0.10736, -1.83748, 0.42521], [0.06848, -0.53971, -0.14175], [0.89481, 0.25181, 0.77711], [0.04834, 0.61930, 1.99677], [1.39958, 1.38738, 0.10824], [-1.78579, -2.34092, -0.74224], [-0.72789, -3.68885, -0.13603], [-0.18605, -2.68126, -1.45228], [0.52295, -0.56146, -1.13225], [-0.92469, -0.11631, -0.29148], [1.72012, -0.35069, 1.15654], [-0.81776, 1.22332, 1.72639], [0.65497, 1.15911, 2.72389], [-0.24237, -0.29314, 2.51740], [2.12436, 1.80127, 0.67700], [1.95001, 1.11758, -0.69446], [-1.24425, -6.08768, -1.09900], [-1.09899, -6.08639, 0.32520], [0.26177, -6.37276, 0.70695], [0.82979, -7.73017, 0.01850], [0.06770, -8.93502, 0.45848], [2.24377, -7.93263, 0.31028], [-0.36884, -5.62811, -1.55786], [-2.16296, -5.52997, -1.28077], [-1.44804, -7.06834, -1.52900], [0.89799, -5.52702, 0.44607], [0.34376, -6.45421, 1.79081], [0.79061, -7.59016, -1.06176], [0.18378, -9.14883, 1.52098], [0.38972, -9.82742, -0.07819], [-0.98232, -8.70031, 0.28388], [2.80446, -7.09357, 0.35142], [2.28600, -8.15774, 1.29396], [4.49219, 0.93609, 2.20658], [3.96539, 2.20068, 1.96608], [4.37275, 3.24760, 2.86340], [3.39405, 4.39863, 2.92847], [3.06508, 5.07561, 1.57383], [3.86650, 5.45216, 3.76925], [3.96804, 0.22272, 1.57061], [4.38561, 0.62921, 3.24705], [5.54875, 0.85025, 1.95277], [4.70448, 2.96382, 3.86217], [5.22278, 3.78680, 2.44528], [2.50872, 4.00911, 3.43102], [2.46661, 5.98190, 1.66632], [2.51899, 4.34041, 0.98277], [3.98343, 5.18266, 0.99653], [4.71768, 5.79835, 3.35000], [3.27156, 6.26833, 3.77007], [-4.38106, 4.49510, 2.45879], [-3.32148, 5.26105, 2.05763], [-2.79107, 4.90799, 0.76369], [-1.76288, 3.81313, 0.74767], [-0.53299, 4.22990, 1.58439], [-1.22005, 3.51419, -0.58059], [-4.25814, 3.41207, 2.46575], [-5.29336, 4.75131, 1.92013], [-4.50167, 4.88126, 3.47094], [-3.49117, 4.71515, -0.04919], [-2.41587, 5.81812, 0.29575], [-2.26347, 2.93724, 1.16038], [0.25257, 3.47529, 1.62387], [-0.79724, 4.38053, 2.63109], [-0.15186, 5.16102, 1.16502], [-0.54891, 2.77226, -0.44195], [-0.72009, 4.24388, -1.06813], [-7.01753, -0.92504, -4.02705], [-6.09607, -1.85070, -4.49630], [-6.24292, -3.21146, -4.14111], [-5.74515, -3.47748, -2.70713], [-4.34644, -2.89927, -2.49177], [-5.74492, -4.85389, -2.32062], [-8.05441, -1.06713, -4.33164], [-6.68741, 0.03865, -4.41487], [-7.00050, -0.90677, -2.93733], [-7.25935, -3.54931, -4.34320], [-5.52473, -3.75433, -4.75561], [-6.47332, -2.95057, -2.09048], [-4.17483, -1.92626, -2.95210], [-3.58650, -3.56608, -2.89914], [-4.13523, -2.69661, -1.44181], [-6.56801, -5.30157, -2.69772], [-5.01138, -5.28777, -2.86262], [2.77081, -2.82166, -0.57916], [3.80550, -3.63442, -0.98653], [3.37733, -4.75962, -1.78429], [4.58540, -5.55660, -2.32669], [5.48844, -4.73132, -3.21104], [4.04456, -6.64662, -3.11224], [2.11401, -3.35358, 0.10915], [2.26467, -2.36563, -1.43002], [3.25388, -1.97251, -0.09578], [2.76941, -5.41242, -1.15789], [2.71155, -4.39115, -2.56471], [5.14601, -5.95760, -1.48229], [6.33958, -5.21583, -3.68948], [5.84263, -3.82131, -2.72677], [4.82466, -4.36029, -3.99197], [3.38176, -6.29916, -3.79052], [3.44256, -7.23106, -2.54997], [-4.73245, 2.24911, -7.05248], [-3.91011, 2.35666, -5.88483], [-4.57296, 2.63146, -4.60004], [-3.41929, 2.67072, -3.57107], [-2.90549, 1.29210, -3.17328], [-3.90282, 3.23887, -2.34177], [-5.26941, 1.30244, -6.99256], [-4.14436, 2.14770, -7.96461], [-5.45321, 3.05319, -6.90393], [-5.01523, 3.62419, -4.68359], [-5.40920, 2.02399, -4.25395], [-2.57951, 3.25446, -3.94807], [-2.04695, 1.35048, -2.50426], [-2.65658, 0.67999, -4.04015], [-3.62983, 0.72022, -2.59328], [-4.45684, 2.55703, -1.84352], [-3.11257, 3.36021, -1.72461], [4.70402, 5.03852, -1.72979], [3.99154, 4.08724, -2.52926], [3.93381, 2.78485, -1.86778], [3.38280, 1.72574, -2.83863], [1.93110, 1.93648, -3.37352], [3.36381, 0.37469, -2.21616], [5.45388, 4.58178, -1.08388], [4.07282, 5.60693, -1.04671], [5.13614, 5.76993, -2.41272], [4.98100, 2.58936, -1.63695], [3.40268, 2.80543, -0.91616], [4.11276, 1.63867, -3.64341], [1.11695, 2.02159, -2.65379], [1.70106, 1.12948, -4.06916], [1.93639, 2.90652, -3.87061], [4.28857, 0.07579, -1.94125], [3.17692, -0.34478, -2.89993]],
  "mulliken_charge": [-0.83, -0.37, -0.72, 0.69, -1.57, -0.72, 0.34, 0.30, 0.49, 0.27, 0.34, 0.22, 0.45, 0.32, 0.35, 0.24, 0.24, -0.70, -0.37, -1.19, 0.99, -1.36, 0.93, 0.28, 0.24, 0.27, 0.62, 0.46, 0.05, -0.01, 0.03, 0.59, -0.71, -0.17, -0.68, -0.46, 0.36, 0.47, -1.56, -0.70, 0.28, 0.20, 0.32, -0.46, 0.43, 0.33, 0.37, 0.39, 0.33, 0.20, 0.33, -0.59, -0.04, -1.05, 1.49, -1.09, -0.85, -0.14, 0.38, 0.30, 0.41, 0.28, -0.53, 0.47, -0.13, 0.33, 0.30, 0.30, -0.74, -0.34, -1.02, 0.62, -1.15, -0.20, 0.28, 0.30, 0.27, 0.48, 0.48, 0.24, -0.03, 0.43, 0.39, -0.32, 0.22, -0.43, -0.26, -0.84, 0.28, -0.93, -0.70, 0.35, -0.09, 0.29, 0.39, 0.29, 0.23, 0.27, 0.31, 0.26, 0.27, 0.29, -0.27, -0.47, 0.12, 0.48, -1.42, -0.75, 0.35, 0.13, -0.02, -0.51, 0.33, 0.34, 0.35, 0.29, 0.32, 0.31, 0.29, -0.66, -0.32, -0.78, 0.58, -1.12, -0.79, 0.19, 0.24, 0.32, 0.46, 0.04, 0.45, -0.07, 0.55, 0.26, 0.29, 0.37, -0.69, -0.43, -0.16, 0.08, -1.39, -0.55, 0.32, 0.26, 0.33, 0.45, 0.01, 0.58, 0.11, 0.42, 0.45, 0.21, 0.24]
}

=====

{
  "formula": "C37H101N8O10",
  "method": "wB97M-V/def2-TZVPD",
  "e_tot_ha": -2657.5719,
  "charge": 7,
  "lumo_energy_ev": -12.06,
  "max_force_ev_per_a": 9.2,
  "homo_energy_ev": -13.6,
  "homo_lumo_gap_ev": 1.55,
  "symbols": ["C", "C", "O", "N", "H", "H", "C", "H", "H", "H", "H", "H", "H", "C", "C", "C", "N", "C", "C", "C", "C", "C", "C", "H", "H", "H", "H", "H", "H", "H", "H", "H", "H", "H", "H", "H", "H", "H", "H", "H", "H", "H", "H", "C", "C", "C", "O", "C", "N", "H", "H", "H", "H", "H", "H", "H", "H", "H", "H", "H", "H", "C", "C", "C", "O", "C", "N", "H", "H", "H", "H", "H", "H", "H", "H", "H", "H", "H", "H", "C", "C", "C", "O", "C", "N", "H", "H", "H", "H", "H", "H", "H", "H", "H", "H", "H", "H", "C", "C", "C", "O", "C", "N", "H", "H", "H", "H", "H", "H", "H", "H", "H", "H", "H", "H", "C", "C", "C", "O", "C", "N", "H", "H", "H", "H", "H", "H", "H", "H", "H", "H", "H", "H", "C", "C", "C", "O", "C", "N", "H", "H", "H", "H", "H", "H", "H", "H", "H", "H", "H", "H", "O", "C", "O", "O", "H"],
  "positions_angstrom": [[5.45885, -2.67379, 7.50028], [5.50141, -2.36517, 6.11030], [4.37821, -2.23180, 5.44689], [6.52028, -2.26397, 5.34050], [6.33611, -2.12698, 4.30751], [4.53281, -1.73624, 4.51081], [7.93900, -1.97459, 5.93213], [6.23032, -3.35609, 7.82838], [4.49509, -3.10750, 7.68283], [5.61243, -1.80660, 8.12402], [8.58289, -2.22999, 5.08747], [8.20837, -2.69533, 6.65260], [8.24914, -0.95064, 6.30757], [-0.49550, 6.84303, -4.44277], [-0.84470, 8.17994, -4.32365], [-1.59538, 8.55053, -5.74016], [-1.77022, 9.98690, -6.10212], [-0.46131, 10.64098, -6.09206], [-0.31576, 12.01872, -6.49753], [-1.19300, 12.13758, -8.35788], [-2.32953, 11.41790, -8.11120], [-2.38446, 9.92636, -7.63359], [-2.77601, 10.79249, -5.28909], [0.13607, 6.42725, -5.24650], [-1.45255, 5.98547, -4.38240], [-0.88924, 6.03904, -3.55086], [0.06970, 8.85743, -4.32494], [-1.50892, 8.42576, -3.46250], [-2.61689, 8.18524, -5.53330], [-1.10103, 7.91288, -6.56768], [0.37468, 9.99963, -6.49825], [-0.20788, 10.89210, -5.05807], [0.67643, 12.33313, -6.81850], [-0.98049, 12.83752, -6.48512], [-0.24057, 11.65870, -8.27657], [-1.08101, 13.22274, -8.44736], [-2.62099, 11.24163, -9.53133], [-3.30566, 11.94177, -8.19219], [-1.72900, 9.27583, -8.21725], [-3.42759, 9.62113, -7.52485], [-2.53569, 10.80826, -4.22234], [-3.66083, 10.20815, -5.38269], [-2.86470, 11.78635, -5.69815], [0.93908, -3.53989, -7.81422], [-0.12501, -2.91192, -6.88286], [-1.36300, -2.22520, -7.59959], [-2.32343, -1.98312, -6.53439], [-3.21459, -0.78099, -6.47699], [-0.87382, -3.84435, -5.99215], [-1.34176, -4.59213, -6.50626], [-0.35341, -4.27182, -5.22745], [-1.62772, -3.21792, -5.64707], [1.58902, -2.79987, -8.25732], [0.48989, -4.04688, -8.65469], [1.67628, -4.23536, -7.29556], [0.24861, -2.16749, -6.23158], [-1.89623, -2.90809, -8.28141], [-1.20932, -1.28220, -8.08824], [-4.25720, -1.04865, -6.45039], [-3.04232, -0.28678, -7.43834], [-2.91510, -0.24881, -5.64498], [-2.49373, 3.61706, 8.16255], [-1.09070, 3.87097, 7.54341], [-0.96227, 4.03423, 6.03432], [-1.28314, 5.37154, 5.81122], [-1.15457, 5.91004, 4.50949], [-0.48761, 5.07655, 8.31240], [0.27945, 5.53754, 7.81231], [-1.25494, 5.74122, 8.53602], [-0.14812, 4.79039, 9.24032], [-2.42957, 3.36538, 9.21111], [-2.84830, 2.67640, 7.77728], [-3.13781, 4.40779, 7.83200], [-0.52373, 3.03291, 7.83098], [-1.66974, 3.31062, 5.63928], [0.04152, 3.79001, 5.61617], [-1.96147, 5.53541, 3.85048], [-0.23604, 5.49161, 4.09231], [-1.11597, 7.00691, 4.58324], [12.50530, 3.41440, -6.10028], [11.05070, 3.83866, -6.52181], [9.82881, 3.10921, -5.94626], [9.54120, 3.71954, -4.71244], [8.41291, 3.13804, -4.05911], [10.84722, 5.26795, -5.98591], [11.62601, 5.85469, -6.39067], [9.91201, 5.65917, -6.20348], [10.86935, 5.22087, -4.91613], [12.74703, 3.50948, -5.04431], [13.28293, 3.99080, -6.62570], [12.63926, 2.44453, -6.43971], [11.09224, 3.83530, -7.62958], [10.11079, 2.05108, -5.73613], [9.00251, 3.36194, -6.69950], [7.65612, 2.94627, -4.83214], [8.03356, 3.76418, -3.26112], [8.72179, 2.22098, -3.53203], [-15.46506, -0.77199, 7.55441], [-14.64472, -0.56356, 6.27995], [-14.34482, -1.86053, 5.49969], [-13.97539, -1.45538, 4.17818], [-12.63193, -1.05375, 4.03572], [-15.49434, 0.20276, 5.33447], [-15.29087, 1.19444, 5.40522], [-15.19097, -0.20230, 4.41251], [-16.48668, 0.06444, 5.39084], [-14.88609, -1.48580, 8.20973], [-16.32767, -1.32979, 7.30220], [-15.63264, 0.13409, 8.04631], [-13.69689, -0.02903, 6.40853], [-15.24510, -2.51766, 5.43935], [-13.56477, -2.42990, 6.01268], [-11.95836, -1.90391, 4.02998], [-12.41999, -0.35284, 4.80450], [-12.53058, -0.57172, 3.03388], [-0.88564, -16.31730, 5.26760], [-2.11405, -15.41208, 5.42630], [-1.89136, -13.89814, 5.63223], [-2.35897, -13.18674, 4.55218], [-2.66469, -11.73751, 4.79523], [-2.94954, -15.53579, 4.12014], [-3.08767, -14.55623, 3.78058], [-2.33990, -15.97213, 3.39763], [-3.76632, -16.08511, 4.18969], [-0.34977, -16.06636, 4.30966], [-1.24217, -17.34896, 5.22351], [-0.28249, -16.21213, 6.18235], [-2.73482, -15.76551, 6.24180], [-0.81791, -13.72349, 5.86708], [-2.42929, -13.55792, 6.52240], [-1.76429, -11.16874, 4.67909], [-3.12474, -11.54489, 5.73069], [-3.36873, -11.51201, 4.03236], [6.08644, -6.89658, -0.80825], [5.64982, -5.68807, 0.22531], [4.15609, -5.23848, 0.07418], [3.60799, -4.34687, 0.96820], [2.55556, -3.75291, 0.60233], [5.97377, -6.11239, 1.58733], [6.97483, -6.11513, 1.70416], [5.42555, -5.53964, 2.18802], [5.77037, -7.06759, 1.81256], [7.15244, -7.03444, -0.57958], [5.99700, -6.60924, -1.81917], [5.39887, -7.80450, -0.56865], [6.28015, -4.78741, 0.06245], [3.35215, -6.00029, 0.08951], [3.99105, -4.97329, -0.99263], [2.03386, -3.99746, -0.31955], [2.81478, 5.13380, 2.44177], [2.28104, -2.85629, 1.13219], [5.57356, -1.13479, 0.97570], [5.29413, -1.81802, 2.19611], [6.34323, -2.13217, 2.82031], [4.05313, -2.07491, 2.35012], [6.47752, -0.77782, 0.97338]],
  "mulliken_charge": [-1.23, 1.12, -0.48, -0.06, 0.27, 0.27, -1.04, 0.39, 0.36, 0.33, 0.34, 0.39, 0.31, -0.73, -0.08, -0.82, 0.19, -0.37, -1.69, -1.04, -0.44, -0.42, -0.90, 0.41, 0.06, 0.16, 0.18, 0.28, 0.30, 0.30, 0.40, 0.47, 0.48, 0.59, 0.44, 0.40, 0.38, 0.46, 0.44, 0.38, 0.32, 0.42, 0.43, -1.31, 0.14, -0.62, -0.47, -0.67, -0.27, 0.36, 0.32, 0.41, 0.38, 0.36, 0.35, 0.30, 0.32, 0.53, 0.27, 0.31, 0.28, -1.46, 0.11, -0.66, -0.31, -0.79, -0.30, 0.33, 0.40, 0.36, 0.42, 0.37, 0.45, 0.39, 0.32, 0.46, 0.26, 0.36, 0.24, -1.43, 0.13, -0.53, -0.37, -0.73, -0.36, 0.35, 0.34, 0.41, 0.39, 0.43, 0.40, 0.31, 0.36, 0.44, 0.31, 0.28, 0.26, -1.44, -0.02, -0.43, -0.47, -0.65, -0.19, 0.34, 0.39, 0.35, 0.35, 0.44, 0.45, 0.25, 0.35, 0.41, 0.28, 0.34, 0.25, -1.40, 0.01, -0.35, -0.44, -0.75, -0.28, 0.33, 0.37, 0.33, 0.42, 0.41, 0.38, 0.31, 0.33, 0.38, 0.26, 0.38, 0.28, -1.25, 0.06, -1.02, -0.24, -0.34, -0.14, 0.37, 0.28, 0.36, 0.43, 0.41, 0.37, 0.34, 0.56, 0.46, 0.31, -0.29, 0.34, -0.51, 0.80, -0.80, -0.73, 0.32]
}